DFT (the ωB97M-V functional and the def2-TZVPD basis) results for 10 unconnected molecules or ions with the total composition C12H32N8O24S2.

Structure (XYZ):
```
78
C12H32N8O24S2 the ωB97M-V functional and the def2-TZVPD basis
S -1.42 1.98 -4.84
S 1.23 0.29 1.56
O -2.09 -3.19 1.62
O -1.09 1.29 -6.04
O -2.09 -2.63 5.43
O -2.98 1.65 -4.54
O 2.56 -0.74 5.67
O -2.29 -5.00 2.71
O 4.86 1.15 0.86
O -1.25 3.94 -1.14
O 4.03 -1.22 -2.11
O -0.32 -2.86 -2.79
O -2.69 -0.06 -2.15
O 0.33 1.20 2.28
O -1.71 3.57 -4.93
O -3.55 -0.53 -0.25
O 2.60 0.00 2.13
O 5.56 1.43 -1.07
O 0.42 -1.17 1.29
O -0.73 1.60 -3.61
O 1.30 0.67 -0.06
O -0.93 -3.65 -4.64
O -0.25 -2.75 6.60
O 1.68 1.18 5.19
O -1.53 2.28 0.23
O 4.35 -3.23 -1.56
N -2.74 -3.95 2.34
N -3.68 -0.27 -1.47
N -0.83 -2.67 5.54
N -1.09 3.38 -0.07
N 2.64 0.45 5.30
N 4.85 1.77 -0.16
N 4.42 -2.10 -1.35
N -0.46 -2.78 -4.01
C 4.98 -1.74 -0.02
C -2.91 3.97 -4.27
C -0.04 -2.74 4.32
C -4.09 -3.64 2.86
C 4.02 0.86 4.96
C -0.46 4.15 1.03
C -3.64 2.63 -3.84
C 4.12 3.06 -0.17
C -0.20 -1.23 0.10
C -5.06 -0.26 -2.13
C -0.12 -1.53 -4.71
C 0.60 -0.31 -0.84
H 4.22 -1.22 0.58
H -0.60 -2.22 3.55
H -0.07 -3.80 4.08
H 0.03 0.33 -1.50
H -4.70 2.73 -4.06
H -3.61 4.49 -4.94
H -3.46 2.62 -2.76
H -4.95 -0.87 -3.03
H -0.68 5.22 0.95
H -4.56 -4.57 3.20
H -5.74 -0.80 -1.46
H -0.06 -0.60 -4.14
H -4.02 -3.03 3.77
H -4.67 -3.12 2.10
H -0.92 3.92 2.00
H 4.12 0.96 3.88
H -0.81 -1.41 -5.55
H 5.76 -1.00 -0.16
H 0.91 -1.76 -4.96
H -1.22 -0.87 0.24
H 5.33 -2.61 0.54
H -0.28 -2.26 -0.24
H 1.39 -0.86 -1.36
H 4.83 3.83 -0.47
H 4.72 0.14 5.37
H 1.00 -2.41 4.32
H -2.64 4.58 -3.41
H 3.42 2.80 -0.96
H 4.14 1.81 5.49
H 3.60 3.13 0.78
H 0.59 3.85 1.07
H -5.40 0.78 -2.15
```

For the molar mass, the calculation gives 736.6 g/mol. The orbital gap (spin up / spin down) is 9.71 / 3.18 eV. The LUMO energy (spin up / spin down) is -3.2 / -9.7 eV. The value obtained for the HOMO energy (spin up / spin down) is -12.894 / -12.891 eV. As for the charge: +1. The calculation puts the maximum force at 5.8 eV/Å. The multiplicity is 2.


DFT (the ωB97M-V functional and the def2-TZVPD basis) results for a molecular structure, C47H51N3OP2PtS2Se.

Structure (XYZ):
```
108
C47H51N3OP2PtS2Se the ωB97M-V functional and the def2-TZVPD basis
Pt 0.32 -0.01 0.47
Se 2.84 -1.21 -5.31
S -1.18 1.76 1.20
S -0.62 0.63 -1.73
P -1.40 2.19 -0.77
P -0.98 -1.89 0.80
O 1.96 -1.69 4.19
N -0.05 -0.89 3.48
N 0.76 0.49 -6.29
N 1.78 1.36 -4.62
C 0.85 3.69 -0.67
C -3.53 -0.72 0.47
C 4.89 -0.96 0.93
C -4.42 -1.82 2.93
C -3.53 2.22 -2.46
C 1.73 0.26 -5.40
C -0.43 -3.23 1.82
C 0.83 2.26 -5.01
C 0.49 -3.11 2.86
C -3.10 -1.92 2.57
C -4.01 3.25 -0.29
C 5.11 -0.75 2.48
C 0.99 2.51 5.08
C -0.01 -2.84 -1.68
C -0.96 0.92 5.92
C -3.13 2.55 -1.19
C 0.15 1.70 -6.04
C 5.26 -2.41 0.45
C 0.33 -0.52 -7.26
C -2.46 -3.55 -2.71
C -5.75 3.10 -2.04
C 0.60 -5.46 3.19
C -0.04 -3.38 -2.91
C -4.87 -0.58 0.88
C 1.83 -0.47 4.90
C -2.72 -1.50 1.32
C 0.41 5.49 -2.65
C 1.57 5.63 -1.96
C -5.30 3.47 -0.75
C -5.29 -1.12 2.07
C -0.38 3.64 -1.27
C 0.78 -1.82 3.51
C -0.53 -5.59 2.36
C 2.26 -0.60 0.51
C -2.37 -2.99 -1.43
C -0.89 -4.55 1.63
C -0.59 4.55 -2.34
C -1.15 -2.66 -0.88
C -4.84 2.48 -2.91
C 2.49 1.40 -3.36
C 1.00 -4.21 3.50
C 1.86 4.65 -0.98
C 3.42 -0.79 0.71
C 5.73 0.11 0.21
C 0.01 1.36 4.78
C 0.77 0.26 4.05
C -1.31 -3.69 -3.48
H 2.37 0.53 -2.75
H 0.05 6.27 -3.34
H -3.47 -3.96 -3.15
H -3.31 -3.02 -0.90
H 1.17 -6.33 3.54
H 0.68 3.11 -4.39
H 1.71 2.29 5.92
H -4.76 -2.09 3.91
H 2.78 0.04 4.99
H 1.09 2.94 0.03
H 0.93 -2.43 -1.26
H -1.07 -6.52 2.30
H -3.72 3.28 0.76
H -5.27 2.06 -3.85
H 4.39 -1.46 2.98
H -6.02 3.89 -0.03
H 6.35 -2.67 0.53
H -1.35 -4.09 -4.48
H 4.89 0.25 2.80
H 4.85 -2.47 -0.51
H 1.75 -4.10 4.34
H 1.14 0.73 3.15
H 2.19 2.20 -2.71
H 1.40 -0.64 5.86
H -2.27 -2.21 3.20
H 0.90 -0.31 -8.19
H 2.80 4.51 -0.42
H 2.28 6.42 -2.17
H -0.63 1.71 3.99
H -1.70 1.72 6.11
H 3.59 1.52 -3.58
H -1.68 -4.71 0.83
H -0.75 1.97 -6.48
H 6.76 -0.14 0.40
H 6.13 -0.95 2.72
H -0.68 -0.23 -7.52
H 0.84 -3.48 -3.58
H -1.50 4.53 -2.92
H 0.46 3.43 5.34
H -3.14 -0.40 -0.46
H -0.37 0.83 6.87
H 5.62 -0.02 -0.87
H -6.33 -0.96 2.43
H -2.84 1.70 -3.04
H 5.53 1.12 0.54
H -1.47 -0.03 5.82
H -5.56 -0.03 0.22
H -6.76 3.24 -2.21
H 4.74 -3.12 1.12
H 0.38 -1.56 -6.95
H 1.67 2.66 4.21
```

For the molar mass, the calculation gives 1074.1 g/mol. The orbital gap (spin up / spin down) is 6.89 / 5.99 eV. The LUMO energy (spin up / spin down) is 0.3 / -0.9 eV. The value obtained for the HOMO energy (spin up / spin down) is -6.620 / -6.899 eV. The calculation puts the maximum force at 4.8 eV/Å. The multiplicity is 3.


DFT (the ωB97M-V functional and the def2-TZVPD basis) results for a molecular structure, C13H12B11Br6N4SeZn.

Structure (XYZ):
```
48
C13H12B11Br6N4SeZn the ωB97M-V functional and the def2-TZVPD basis
Br -5.35 -0.23 -0.18
Br -1.73 -1.42 -0.12
Br -3.01 1.11 5.36
Br -6.30 1.26 3.28
Br -2.63 1.84 1.60
Br -0.27 -0.60 3.26
Se 7.86 -0.36 -0.44
Zn 0.48 -0.55 0.76
N 6.69 -1.69 -0.32
N 1.92 -1.90 0.42
N 1.86 0.82 0.56
N 6.63 0.89 -0.18
C 5.48 0.28 -0.03
C 4.25 -3.31 -0.04
C 3.07 0.23 0.35
C 5.51 -1.14 -0.11
C 4.14 2.38 0.27
C 3.05 -3.97 0.10
C 1.90 -3.23 0.32
C 4.29 -1.92 0.04
C 1.79 2.16 0.62
C 3.10 -1.24 0.27
C -4.31 -2.73 3.42
C 4.23 0.98 0.20
C 2.91 2.97 0.48
B -2.17 -1.01 3.06
B -4.55 -0.80 1.40
B -5.04 -0.07 3.08
B -3.42 -0.16 4.06
B -4.83 -1.41 4.29
B -4.22 -2.54 1.73
B -3.12 -1.92 4.31
B -2.85 -1.38 1.49
B -3.24 0.17 2.26
B -2.72 -2.63 2.71
B -5.50 -1.79 2.72
H 0.81 2.58 0.78
H 2.99 -5.05 0.03
H 5.03 2.97 0.15
H -2.67 -2.32 5.32
H -4.62 -3.71 3.78
H -5.47 -1.50 5.27
H -6.61 -2.14 2.61
H 5.17 -3.86 -0.22
H 2.80 4.04 0.53
H 0.93 -3.71 0.43
H -4.53 -3.38 0.97
H -2.03 -3.58 2.65
```

For the molar mass, the calculation gives 967.0 g/mol. The orbital gap (spin up / spin down) is 1.69 / 1.69 eV. The LUMO energy (spin up / spin down) is -14.4 / -14.4 eV. The value obtained for the HOMO energy (spin up / spin down) is -16.049 / -16.049 eV. As for the charge: +3. The calculation puts the maximum force at 0.4 eV/Å. The multiplicity is 1.


DFT (the ωB97M-V functional and the def2-TZVPD basis) results for a molecular structure, C25H12ClF8IrN2O4S.

Structure (XYZ):
```
54
C25H12ClF8IrN2O4S the ωB97M-V functional and the def2-TZVPD basis
Ir -0.80 -0.48 -0.08
Cl -3.00 -0.80 -1.75
S 3.50 -0.11 1.02
F -1.13 6.56 0.58
F -1.96 6.31 -1.41
F -2.67 -2.60 1.45
F 0.18 6.38 -1.14
F -2.69 -5.25 1.55
F -0.91 -6.70 0.09
F 0.92 -5.41 -1.46
F 0.98 -2.76 -1.55
O -2.94 -0.29 -0.34
O -3.85 0.00 -2.54
O -1.59 -0.63 -2.19
O -3.37 -2.16 -1.73
N -0.85 1.69 -0.20
N 1.21 -0.38 -0.08
C 0.06 -3.32 -0.74
C 1.37 -0.41 3.58
C -1.03 3.84 0.81
C -0.80 -2.53 -0.01
C -0.77 2.27 -1.40
C -1.78 -4.62 0.80
C -1.35 -0.47 2.93
C 4.11 0.23 -2.97
C 0.05 -4.71 -0.73
C 0.93 -0.43 2.25
C -0.93 4.44 -0.43
C 1.76 -0.16 -2.49
C 2.09 -0.19 -1.13
C 1.79 -0.34 1.09
C -0.88 -5.37 0.06
C -0.98 2.46 0.88
C -0.93 -0.46 4.25
C 2.78 0.06 -3.39
C -0.96 5.94 -0.59
C -1.73 -3.24 0.74
C 0.42 -0.43 4.58
C -0.43 -0.47 1.89
C 4.43 0.19 -1.63
C 3.41 -0.02 -0.71
C -0.80 3.64 -1.56
H 2.42 -0.38 3.81
H -1.05 1.95 1.83
H 4.89 0.39 -3.70
H 0.73 -0.42 5.62
H -0.68 1.61 -2.25
H 5.46 0.31 -1.30
H 0.75 -0.33 -2.81
H -1.67 -0.47 5.05
H -1.14 4.43 1.71
H 2.56 0.08 -4.45
H -2.41 -0.50 2.71
H -0.73 4.07 -2.55
```

For the molar mass, the calculation gives 816.1 g/mol. The orbital gap is 7.91 eV. The LUMO energy is -0.6 eV. The value obtained for the HOMO energy is -8.548 eV. The calculation puts the maximum force at 0.4 eV/Å. The multiplicity is 1.


DFT (the ωB97M-V functional and the def2-TZVPD basis) results for a molecular structure, C8H16N2O3.

Structure (XYZ):
```
29
C8H16N2O3 the ωB97M-V functional and the def2-TZVPD basis
O 4.40 1.15 0.36
O 5.87 -0.34 -0.41
O 1.04 -2.02 -0.16
N 2.35 -0.10 -0.06
N 0.35 1.51 0.14
C -2.94 -0.33 -0.41
C -1.31 -0.37 -0.66
C 4.75 -0.02 -0.16
C 3.57 -0.95 -0.02
C -0.17 0.09 0.17
C -3.38 -0.94 0.93
C 1.19 -0.80 -0.12
C -3.40 1.06 -0.56
H -2.69 1.95 -0.25
H -0.38 0.09 1.34
H 3.56 -1.53 1.02
H -4.39 -0.88 1.11
H -3.64 1.17 -1.71
H -1.25 0.11 -1.69
H 5.10 1.74 0.50
H -3.37 -1.04 -1.19
H -1.09 -1.45 -0.79
H -4.57 1.13 -0.33
H 2.30 0.80 0.21
H 3.63 -1.82 -0.83
H -0.01 2.12 -0.63
H -3.00 -1.95 1.08
H 0.36 2.17 1.27
H -2.87 -0.55 1.84
```

For the molar mass, the calculation gives 188.2 g/mol. The orbital gap is 9.29 eV. The LUMO energy is 0.4 eV. The value obtained for the HOMO energy is -8.911 eV. The calculation puts the maximum force at 6.8 eV/Å. The multiplicity is 1.


DFT (the ωB97M-V functional and the def2-TZVPD basis) results for 16 unconnected molecules or ions with the total composition C28H90N2O16.

Structure (XYZ):
```
136
C28H90N2O16 the ωB97M-V functional and the def2-TZVPD basis
O -0.42 -1.89 0.73
O -5.42 -2.85 -1.60
O 4.40 0.49 0.05
O -0.41 1.25 -3.05
O 4.00 3.15 1.65
O -0.46 -1.39 -4.04
O 0.60 4.92 4.09
O 4.41 2.97 -3.95
O 2.41 -1.78 -3.34
O -3.20 -4.56 -2.40
O -4.98 0.45 -2.16
O -3.26 -5.69 0.39
O 1.98 5.14 1.72
O 1.00 -3.31 2.37
O -5.31 -3.26 4.06
O 2.01 -1.35 4.01
N 1.83 0.40 -1.09
N 5.39 5.19 -6.07
C 4.05 1.87 3.61
C -3.96 -3.26 3.67
C -0.02 -1.05 -0.35
C -1.74 -2.02 -3.85
C 3.49 2.04 -3.45
C 1.45 4.45 -0.46
C 2.65 -3.00 -2.69
C 0.80 1.09 0.92
C 4.95 5.22 -4.66
C -3.56 1.94 -0.87
C -3.86 0.48 -1.30
C 1.42 -0.67 5.04
C -5.69 -3.40 -0.31
C 4.83 2.90 2.81
C 4.69 6.70 -4.31
C -0.23 2.62 4.43
C -0.55 4.11 4.23
C 1.20 -0.17 0.08
C 3.85 4.26 -4.30
C 3.20 -2.78 -1.25
C -1.50 -2.77 0.37
C -2.23 -6.23 1.20
C -3.51 -1.84 3.59
C 0.98 5.13 0.76
C -2.85 -1.27 -4.65
C -1.15 -6.87 0.28
C -6.68 -2.53 0.39
C -0.05 -1.13 5.12
H -4.76 -3.54 0.24
H -0.56 -0.82 6.03
H 0.56 -2.69 1.78
H 6.25 5.73 -6.08
H 1.74 -3.59 -2.70
H -1.03 1.96 4.09
H 1.53 5.26 2.56
H -0.43 -7.49 0.81
H -1.73 -5.55 1.89
H -1.88 -3.05 1.35
H -0.30 1.81 -3.82
H -5.60 -4.14 3.82
H -6.40 -1.48 0.43
H -6.23 -2.96 -2.11
H 0.67 6.15 0.53
H 1.49 -1.85 -3.62
H -2.66 -6.95 1.90
H 3.29 3.77 1.83
H -3.90 -3.70 2.67
H 3.86 0.93 3.09
H 0.67 3.99 -1.07
H 0.17 4.54 1.20
H -2.83 -0.21 -4.42
H -0.19 -2.21 5.05
H -4.01 -5.52 0.95
H 1.84 -0.92 0.55
H 4.39 1.33 0.50
H 5.54 7.28 -4.65
H -0.55 -0.75 4.23
H -3.12 -5.13 -1.64
H 1.52 -2.75 2.95
H -2.26 -2.14 -0.09
H -4.02 -1.30 2.79
H 0.34 0.86 1.88
H -0.99 4.38 3.27
H -0.23 2.39 5.50
H 1.63 1.77 1.04
H 5.79 2.52 2.47
H 2.85 1.81 -4.30
H 3.23 4.60 -3.46
H 2.08 3.57 -0.34
H 4.98 3.86 3.30
H 0.63 2.26 3.87
H 3.75 7.12 -4.67
H -2.73 -1.28 -5.73
H 2.44 -2.82 -0.47
H 3.12 2.33 3.95
H -3.83 -1.70 -4.47
H -3.27 2.49 -1.76
H -7.67 -2.50 -0.07
H 5.82 4.96 -4.06
H 2.98 2.37 -2.54
H -4.34 2.39 -0.25
H -1.25 -3.63 -0.26
H 3.96 -3.51 -0.98
H -3.53 -1.32 4.55
H -2.47 -1.82 3.27
H 1.94 -0.94 5.96
H -3.78 -3.85 -2.11
H -5.30 -0.45 -2.06
H -0.58 -6.11 -0.25
H -0.69 0.40 -3.40
H -2.08 -2.07 -2.82
H -3.28 -3.83 4.30
H -3.01 0.08 -1.85
H -2.67 1.97 -0.24
H 0.85 5.20 4.97
H 2.03 -0.28 -1.81
H 0.01 1.66 0.43
H 4.02 1.17 -3.06
H 1.45 0.40 4.83
H 2.95 -1.35 4.19
H 3.52 0.40 -0.32
H 5.75 4.25 -6.18
H 4.60 1.58 4.50
H 3.34 -3.63 -3.25
H -1.61 -3.03 -4.23
H -6.83 -2.94 1.39
H 0.24 -1.70 -1.18
H 3.13 4.17 -5.11
H -6.20 -4.35 -0.43
H 2.09 5.14 -1.02
H -4.04 -0.14 -0.42
H -0.76 -0.33 -0.68
H 1.09 0.94 -1.50
H -1.66 -7.45 -0.49
H 4.52 6.74 -3.23
H -1.08 4.58 5.06
H -0.45 -1.27 -4.99
H 3.64 -1.79 -1.20
```

For the molar mass, the calculation gives 711.0 g/mol. The orbital gap (spin up / spin down) is 1.39 / 8.88 eV. The LUMO energy (spin up / spin down) is 1.6 / 1.6 eV. The value obtained for the HOMO energy (spin up / spin down) is 0.256 / -7.245 eV. As for the charge: -1. The calculation puts the maximum force at 2.3 eV/Å. The multiplicity is 2.